Here is 2 unconnected molecules or ions with the total composition CHCl3OSi from OMol25. Energies are from ωB97M-V with the def2-TZVPD basis set.

Calculated values
Orbital gap = 9.109 eV
Energy above the lowest of the compared OMol25 structures with the same formula, charge and spin = 50.01 kcal per mole
LUMO energy = -0.879 eV
Highest occupied orbital energy = -9.988 eV

Cartesian coordinates (Å):
C  0.2455  0.7094  -0.8705
O  1.0956  1.1443  -0.2051
Si  0.4749  -1.1905  1.4127
Cl  -0.3326  0.3101  2.5685
Cl  0.5763  -0.3326  -2.2984
Cl  -1.2038  -1.4859  0.1573
H  -0.8560  0.8451  -0.7645


Here is a molecular structure, C20H26N2NiO2Si from OMol25. Energies are from ωB97M-V with the def2-TZVPD basis set.

Calculated values
Orbital gap (spin up / spin down) = 6.336 / 8.224 eV
Energy above the lowest of the compared OMol25 structures with the same formula, charge and spin = 3.69 kcal per mole
LUMO energy (spin up / spin down) = 0.183 / 0.150 eV
Highest occupied orbital energy (spin up / spin down) = -6.153 / -8.074 eV
Multiplicity = 3

Cartesian coordinates (Å):
C  0.7916  1.5329  1.2090
C  1.2041  2.0686  -0.0515
C  0.0370  2.2868  -0.8488
H  2.2340  2.3218  -0.3178
C  -1.0992  1.9643  -0.0420
C  -0.6414  1.4801  1.2178
H  -1.2602  1.2464  2.0809
H  1.4340  1.3726  2.0697
H  0.0148  2.7549  -1.8290
H  -2.1424  2.1183  -0.3088
Ni  0.1853  0.3402  -0.3359
C  -0.1682  -0.5913  -1.9907
H  -1.1200  -0.2045  -2.3994
H  -0.2514  -1.6805  -1.8557
H  0.6556  -0.3506  -2.6901
Si  -0.4458  -1.8404  -5.6685
C  1.2606  -1.7214  -6.3820
C  1.9362  -0.5017  -6.2052
H  1.4290  0.3383  -5.7227
C  3.2602  -0.3630  -6.6329
H  3.7803  0.5811  -6.4670
C  3.9139  -1.4264  -7.2628
H  4.9514  -1.3183  -7.5844
C  3.2304  -2.6315  -7.4807
H  3.7424  -3.4561  -7.9790
C  1.9047  -2.7784  -7.0532
H  1.3671  -3.7142  -7.2308
C  -1.4848  -0.4574  -6.3447
C  -1.3026  0.1396  -7.6092
H  -0.5571  -0.2535  -8.3062
C  -2.0619  1.2601  -7.9711
H  -1.8865  1.7527  -8.9303
C  -3.0365  1.7648  -7.1018
H  -3.6150  2.6498  -7.3726
C  -3.2692  1.1268  -5.8757
H  -4.0319  1.5097  -5.1978
C  -2.5182  0.0047  -5.5121
H  -2.7120  -0.5097  -4.5663
H  -0.4628  -2.0171  -4.1922
H  -1.0683  -3.0875  -6.1760
C  -1.1623  -2.6794  3.9821
O  -1.9281  -2.5043  2.7641
C  -1.3292  -1.9402  1.7079
O  -1.9395  -1.5498  0.7161
N  0.0423  -1.8116  1.8694
N  0.6904  -1.2646  0.6670
H  -0.9480  -3.7454  4.1069
H  -1.8256  -2.3342  4.7728
H  -0.2320  -2.0984  4.0089
H  0.4893  -2.6610  2.2299
H  1.6410  -1.0104  0.9654
H  0.7759  -2.0338  -0.0044


Here is 2 unconnected molecules or ions with the total composition FH3N2OS from OMol25. Energies are from ωB97M-V with the def2-TZVPD basis set.

Calculated values
Orbital gap (spin up / spin down) = 9.041 / 7.527 eV
Energy above the lowest of the compared OMol25 structures with the same formula, charge and spin = 106.22 kcal per mole
LUMO energy (spin up / spin down) = -0.028 / -1.416 eV
Highest occupied orbital energy (spin up / spin down) = -9.070 / -8.944 eV

Cartesian coordinates (Å):
N  0.6321  0.6181  0.0310
N  2.3836  -1.2263  0.4075
O  3.1124  -0.4862  -0.3416
F  2.4340  -2.4749  -0.1346
S  3.1132  1.0842  0.0184
H  0.6781  1.4926  -0.6225
H  0.5358  0.8062  1.0240
H  -0.2791  0.1305  -0.4273


Here is 2 unconnected molecules or ions with the total composition C5H11NO from OMol25. Energies are from ωB97M-V with the def2-TZVPD basis set.

Calculated values
Orbital gap = 11.057 eV
Energy above the lowest of the compared OMol25 structures with the same formula, charge and spin = 20.71 kcal per mole
LUMO energy = 0.704 eV
Highest occupied orbital energy = -10.353 eV

Cartesian coordinates (Å):
C  -1.9915  -2.3465  0.8009
N  -1.2597  -1.1607  1.1484
C  -0.2081  -0.8490  1.6369
O  0.7861  -0.4207  2.1004
H  -1.8074  -2.6099  -0.2446
H  -3.0586  -2.1538  0.9262
H  -1.7018  -3.1869  1.4371
C  0.6125  2.2149  -0.0039
C  0.2827  1.0718  -0.9630
C  1.4837  0.1642  -1.2287
H  1.0562  1.8288  0.9210
H  -0.2856  2.7804  0.2683
H  1.3285  2.9138  -0.4517
H  -0.5406  0.4783  -0.5505
H  -0.0885  1.4795  -1.9119
H  2.2664  0.6975  -1.7809
H  1.9238  -0.1848  -0.2867
H  1.2020  -0.7168  -1.8174


Here is 2 unconnected molecules or ions with the total composition C8H12BrN6 from OMol25. Energies are from ωB97M-V with the def2-TZVPD basis set.

Calculated values
Orbital gap (spin up / spin down) = 6.914 / 7.286 eV
Energy above the lowest of the compared OMol25 structures with the same formula, charge and spin = 93.97 kcal per mole
Net charge = +1
LUMO energy (spin up / spin down) = -5.442 / -4.949 eV
Highest occupied orbital energy (spin up / spin down) = -12.356 / -12.235 eV

Cartesian coordinates (Å):
C  -2.1536  2.8523  -1.2457
C  0.3490  -2.0968  2.2974
C  -0.9227  2.2116  -1.0978
C  -0.9634  1.7118  0.1941
C  0.5066  -1.8586  0.2009
C  -2.6041  1.7890  2.0791
C  3.2762  -0.9574  -1.7546
C  0.9803  -1.4191  -1.0114
N  -2.8442  2.7345  -0.1193
N  1.0762  -1.4834  1.3722
N  -0.6441  -2.8301  1.8041
N  -0.5510  -2.6851  0.4944
N  -2.1188  2.0443  0.7541
N  2.1135  -0.5269  -0.9459
Br  0.4722  2.0369  -2.3467
H  -2.5566  3.3787  -2.0868
H  0.5381  -2.0153  3.3475
H  -3.6828  1.6480  2.0321
H  -2.1268  0.8984  2.4825
H  -2.3929  2.6398  2.7309
H  3.6179  -1.9357  -1.4229
H  2.9867  -1.0136  -2.8016
H  4.0846  -0.2382  -1.6506
H  0.5725  -1.6646  -1.9734
H  -1.1856  -3.1604  -0.1290
H  2.3464  -0.4867  0.0648
H  1.8263  0.4265  -1.2684


Calculated total energy (a.u.), listed in the same order as above: -1784.0639, -2835.3514, -684.3744, -327.0983, -3214.1851